This record from the OMol25 dataset describes a 10-piece molecular cluster, C44H50N10 overall. The level of theory is ωB97M-V/def2-TZVPD.

Output
SMILES: c1cc[nH]c1.c1cc[nH]c1.c1cc[nH]c1.c1cc[nH]c1.c1cc[nH]c1.c1cc[nH]c1.c1ccncc1.c1ccncc1.c1ccncc1.c1ccncc1
energy above the lowest of the compared OMol25 structures with the same formula, charge and spin: 0.00 kcal/mol
spin multiplicity: 1
orbital gap: 0.3086 Eh

Last column: Löwdin charge in e.
Atoms and positions in Å:
N  -12.785  -6.216  -23.705  0.036
C  -14.020  -6.832  -23.680  -0.133
C  -14.850  -6.086  -22.865  -0.125
C  -14.089  -5.018  -22.399  -0.141
C  -12.822  -5.098  -22.923  -0.127
H  -11.962  -6.545  -24.184  0.094
H  -14.143  -7.714  -24.285  0.108
H  -15.874  -6.272  -22.588  0.097
H  -14.374  -4.201  -21.751  0.076
H  -11.965  -4.460  -22.784  0.111
N  -8.065  -4.673  -20.643  0.024
C  -8.794  -3.567  -20.370  -0.141
C  -8.989  -2.891  -21.559  -0.109
C  -8.389  -3.662  -22.575  -0.126
C  -7.757  -4.726  -21.963  -0.148
H  -7.850  -5.352  -19.927  0.085
H  -9.129  -3.308  -19.381  0.085
H  -9.460  -1.927  -21.666  0.087
H  -8.375  -3.480  -23.639  0.084
H  -7.052  -5.449  -22.338  0.111
N  -7.736  -7.429  -15.551  0.028
C  -6.483  -7.987  -15.500  -0.134
C  -6.107  -8.102  -14.172  -0.118
C  -7.173  -7.597  -13.405  -0.128
C  -8.158  -7.201  -14.271  -0.161
H  -8.264  -7.198  -16.398  0.086
H  -6.006  -8.208  -16.443  0.091
H  -5.167  -8.452  -13.781  0.084
H  -7.105  -7.524  -12.331  0.088
H  -9.049  -6.633  -14.058  0.080
N  -8.477  -2.927  -14.465  0.017
C  -7.797  -3.728  -15.350  -0.128
C  -8.247  -3.418  -16.609  -0.145
C  -9.213  -2.392  -16.523  -0.102
C  -9.311  -2.111  -15.191  -0.157
H  -8.407  -2.931  -13.467  0.144
H  -7.196  -4.530  -14.948  0.105
H  -7.944  -3.926  -17.514  0.065
H  -9.747  -1.951  -17.345  0.092
H  -9.940  -1.378  -14.709  0.107
N  -13.733  -5.108  -13.698  -0.006
C  -13.272  -6.395  -13.680  -0.131
C  -11.927  -6.342  -13.986  -0.117
C  -11.572  -5.002  -14.180  -0.118
C  -12.715  -4.251  -14.017  -0.128
H  -14.653  -4.820  -13.420  0.140
H  -13.884  -7.265  -13.519  0.104
H  -11.208  -7.145  -14.012  0.079
H  -10.582  -4.578  -14.256  0.070
H  -12.931  -3.195  -14.013  0.107
N  -10.351  -8.703  -24.924  0.011
C  -9.938  -7.575  -25.561  -0.146
C  -9.589  -6.631  -24.618  -0.100
C  -9.836  -7.240  -23.350  -0.131
C  -10.372  -8.484  -23.567  -0.137
H  -10.810  -9.436  -25.432  0.146
H  -9.992  -7.520  -26.637  0.110
H  -9.276  -5.616  -24.784  0.085
H  -9.771  -6.692  -22.425  0.072
H  -10.828  -9.234  -22.940  0.105
N  -5.983  -5.738  -18.764  0.059
C  -5.586  -6.946  -19.192  -0.150
C  -4.284  -7.390  -19.012  -0.080
C  -3.344  -6.616  -18.348  -0.068
C  -3.778  -5.399  -17.842  -0.056
C  -5.110  -5.045  -18.043  -0.143
H  -6.301  -7.511  -19.775  0.092
H  -3.988  -8.315  -19.493  0.103
H  -2.331  -6.980  -18.254  0.106
H  -3.202  -4.762  -17.185  0.104
H  -5.450  -4.092  -17.651  0.100
N  -16.632  -3.596  -16.426  0.059
C  -16.853  -2.861  -17.515  -0.164
C  -16.284  -3.073  -18.760  -0.062
C  -15.294  -4.047  -18.820  -0.074
C  -15.018  -4.841  -17.702  -0.067
C  -15.758  -4.595  -16.559  -0.159
H  -17.584  -2.064  -17.420  0.103
H  -16.505  -2.481  -19.635  0.102
H  -14.651  -4.184  -19.681  0.075
H  -14.252  -5.599  -17.783  0.087
H  -15.548  -5.143  -15.647  0.083
N  -13.328  -9.855  -20.600  0.063
C  -13.787  -8.591  -20.646  -0.151
C  -14.613  -8.072  -19.655  -0.066
C  -14.993  -8.891  -18.596  -0.079
C  -14.605  -10.205  -18.596  -0.076
C  -13.796  -10.640  -19.641  -0.161
H  -13.480  -7.949  -21.459  0.072
H  -14.972  -7.053  -19.729  0.087
H  -15.693  -8.488  -17.873  0.107
H  -14.847  -10.899  -17.802  0.102
H  -13.439  -11.664  -19.580  0.101
N  -9.117  -6.826  -18.076  0.042
C  -10.019  -5.855  -17.917  -0.147
C  -11.107  -5.677  -18.756  -0.047
C  -11.308  -6.594  -19.777  -0.056
C  -10.377  -7.613  -19.972  -0.054
C  -9.275  -7.650  -19.123  -0.134
H  -9.991  -5.370  -16.948  0.094
H  -11.866  -4.953  -18.492  0.101
H  -12.153  -6.451  -20.436  0.080
H  -10.459  -8.364  -20.743  0.085
H  -8.485  -8.385  -19.213  0.102